DFT (ωB97M-V/def2-TZVPD) results for C17H20MnN3O9P2Se as an isolated structure.

Structure (XYZ):
```
53
Properties=species:S:1:pos:R:3:forces:R:3
Mn 0.37031 0.09630 -0.01747 0.8 -0.3 0.2
C 3.33478 -0.87487 3.14004 0.0 0.1 0.1
O 2.97047 -2.25230 2.96368 -0.1 -0.1 -0.1
C 1.61718 -2.51129 3.03256 0.0 0.0 0.1
C 1.15259 -3.40944 3.96922 -0.1 0.1 0.0
C -0.21103 -3.68620 4.05194 0.0 -0.1 0.1
C -1.09483 -3.04369 3.21458 -0.1 0.1 -0.1
C -0.65406 -2.13788 2.24078 0.5 -0.2 0.2
C -1.61412 -1.53915 1.34866 -0.1 0.2 -0.2
N -1.36270 -0.62479 0.48583 0.1 -0.4 0.4
N -2.38412 -0.22737 -0.32980 -0.6 0.3 -0.5
C -1.93292 0.63883 -1.20432 0.1 -0.5 0.7
O -0.71325 1.04306 -1.20890 -0.1 0.4 -0.7
C -2.85863 1.18518 -2.21562 0.0 0.2 -0.1
C -3.96919 0.46550 -2.64190 0.0 0.0 0.1
C -4.80986 0.99840 -3.60579 0.0 0.0 0.0
C -4.54908 2.25199 -4.14300 0.0 0.0 0.0
C -3.43778 2.96886 -3.72201 0.0 0.0 0.0
C -2.58811 2.43410 -2.76766 0.0 0.0 0.0
C 0.73220 -1.90480 2.11649 -0.2 0.2 -0.2
O 1.24530 -1.18437 1.14261 0.2 -0.1 0.1
H 4.38684 -0.87209 3.42308 0.0 0.0 0.0
H 2.74168 -0.41468 3.93282 0.0 -0.1 0.0
H 3.19313 -0.28399 2.23660 -0.1 -0.1 -0.1
H 1.85643 -3.88806 4.63829 0.1 0.0 0.0
H -0.57241 -4.39639 4.78413 0.0 0.0 0.0
H -2.15811 -3.24147 3.29283 0.0 0.0 0.0
H -2.64110 -1.88945 1.39375 0.0 0.0 0.0
H -4.15535 -0.51163 -2.21699 0.0 0.0 0.0
H -5.66969 0.43387 -3.94447 0.0 0.0 0.0
H -5.21085 2.66688 -4.89367 0.0 0.0 0.0
H -3.23176 3.94539 -4.14197 0.0 0.0 0.0
H -1.70695 2.96928 -2.43924 0.0 0.0 0.0
N 3.10922 -2.42046 -0.21226 -0.4 0.2 0.3
C 2.95404 -1.99872 -1.63527 -0.3 0.5 -0.5
C 3.95490 -2.70801 -2.52758 0.1 0.0 0.0
P 3.20750 -0.16337 -1.67103 0.4 0.1 0.4
O 4.57532 -0.20386 -0.72979 -0.2 0.3 -0.2
O 3.52729 0.37012 -3.00226 0.0 -0.1 -0.1
O 2.14028 0.48458 -0.82484 -0.2 0.0 0.1
P 1.21479 -2.39580 -2.14393 -0.4 -0.3 0.3
O 1.18974 -3.88939 -1.41121 -0.3 0.1 -0.3
O 1.05483 -2.56791 -3.59720 0.2 -0.1 -0.1
O 0.29783 -1.49618 -1.36800 0.2 -0.5 -0.4
H 4.03839 -2.17999 0.12771 0.0 0.0 0.0
H 2.91584 -3.41682 -0.11930 0.1 -0.1 0.0
H 2.37374 -1.89744 0.40746 0.3 -0.2 -0.1
H 4.97803 -2.46396 -2.23169 0.0 0.0 0.0
H 3.80054 -2.37609 -3.55224 0.0 0.0 0.0
H 3.80530 -3.78988 -2.49024 0.0 0.0 0.0
H 5.07649 0.60272 -0.92185 0.0 -0.2 0.1
H 0.68574 -4.46651 -2.00463 0.2 0.0 0.2
Se 0.36098 1.66114 1.57234 -0.1 0.4 0.5
```
Forces are in eV/Å.

The LUMO energy (spin up / spin down) comes out at 2.423 / 2.210 eV. As for the spin multiplicity: 4. The energy above the lowest of the compared OMol25 structures with the same formula, charge and spin comes out at 0.0 kcal/mol. The frontier orbital gap (spin up / spin down) is 6.7 / 6.6 eV. Its total charge is -1.